# 1
Below is C26H72CsF3O13 as an isolated structure, with properties calculated with wB97M-V/def2-TZVPD.

Its charge is 0. The orbital gap comes out at 8.26 eV. The calculation puts the LUMO energy at 0.003 Eh.

Last column: Löwdin charge in e.
Cartesian coordinates (Å):
Cs -0.6437 0.7864 0.4243  0.91
C 1.0383 -2.6239 -2.2738  -0.32
O 1.5717 -2.4415 -3.6197  -0.11
O 0.4984 -1.3519 -1.7976  -0.33
C 0.0903 -3.9311 -2.2485  -0.48
F -0.6703 -4.1070 -1.1604  0.14
F -0.7121 -4.0213 -3.3220  0.14
F 0.9412 -5.0509 -2.3588  0.06
C 2.4388 -3.3265 -4.2701  -0.31
C 2.7301 -3.0231 -5.7135  -0.07
H 1.9099 -3.4771 -6.2697  0.07
H 2.8044 -1.9727 -5.9948  0.07
H 3.6195 -3.5440 -6.0680  0.07
H 1.9237 -4.2869 -4.2484  0.10
H 3.3809 -3.5043 -3.7515  0.11
H 1.9538 -2.8086 -1.7118  0.14
C 5.6856 -2.2488 1.6890  -0.07
C 5.5083 -1.3277 0.4761  -0.29
O 4.2677 -0.7449 0.7168  -0.10
H 4.8487 -2.9442 1.7534  0.08
H 5.7990 -1.7529 2.6530  0.07
H 6.5657 -2.8893 1.6329  0.07
H 5.4706 -1.7211 -0.5398  0.12
H 6.2225 -0.5101 0.5736  0.11
H 4.2062 -0.1314 -0.0189  0.05
C -3.0971 5.2673 -1.4671  -0.07
C -2.5451 3.9385 -2.0113  -0.34
O -1.1559 3.9029 -2.0085  -0.07
H -2.8269 5.2305 -0.4117  0.07
H -4.1652 5.4823 -1.4364  0.08
H -2.6145 6.1567 -1.8722  0.07
H -2.9403 3.8791 -3.0253  0.10
H -2.8749 3.1105 -1.3837  0.11
H -0.9092 4.7126 -2.4614  0.09
C -4.2549 -0.4278 -2.5184  -0.07
C -3.0358 -1.3439 -2.6656  -0.25
O -2.4580 -1.4315 -1.3384  -0.17
H -3.9807 0.5334 -2.0837  0.07
H -5.1088 -0.8947 -2.0274  0.07
H -4.4950 -0.3180 -3.5760  0.07
H -2.4320 -1.0847 -3.5353  0.12
H -3.3873 -2.3613 -2.8371  0.11
H -1.5188 -1.5788 -1.4712  0.01
C 4.5885 1.5104 -2.5207  -0.07
C 3.5197 0.4209 -2.8281  -0.26
O 2.5509 0.5888 -1.7846  -0.14
H 5.1963 1.5623 -1.6174  0.05
H 4.1350 2.4716 -2.7628  0.07
H 5.4586 1.4556 -3.1749  0.06
H 3.7342 -0.6339 -2.6563  0.10
H 3.0127 0.4578 -3.7923  0.11
H 2.0153 -0.2040 -1.7064  0.00
C -0.3409 3.8151 3.3192  -0.05
C -1.2561 2.6821 3.9303  -0.28
O -1.9341 1.9076 2.9376  -0.23
H 0.5807 3.3569 2.9604  0.04
H 0.0010 4.6034 3.9899  0.07
H -0.8504 4.3479 2.5163  0.07
H -1.9525 3.2103 4.5816  0.11
H -0.7262 1.9161 4.4964  0.11
H -2.1005 1.1455 3.4972  0.01
C -6.3031 -1.3503 1.3213  -0.07
C -4.9723 -1.7188 0.7218  -0.33
O -4.1310 -0.5764 0.5719  -0.12
H -6.1815 -0.9924 2.3437  0.07
H -6.9278 -2.2395 1.2361  0.08
H -6.7345 -0.5929 0.6667  0.08
H -5.0548 -2.2552 -0.2235  0.11
H -4.4266 -2.3701 1.4046  0.09
H -3.5069 -0.8358 -0.1098  -0.02
C -1.7627 1.9300 -4.8603  -0.09
C -2.8037 2.3698 -5.8865  -0.30
O -2.1335 2.4322 -7.1274  -0.09
H -1.1752 1.1008 -5.2546  0.09
H -2.0853 1.5948 -3.8746  0.06
H -1.1151 2.7764 -4.6315  0.07
H -3.1152 3.4056 -5.7515  0.10
H -3.6666 1.7039 -5.8953  0.11
H -1.1872 2.5396 -7.0064  0.07
C -4.1919 0.3607 4.6912  -0.05
C -3.2394 -0.8956 4.5328  -0.27
O -1.9051 -0.4654 4.5386  -0.10
H -5.2244 0.0254 4.7896  0.07
H -4.0784 0.9481 3.7800  0.06
H -3.9178 1.0020 5.5289  0.08
H -3.4891 -1.4755 3.6442  0.10
H -3.2663 -1.4923 5.4445  0.11
H -1.3760 -1.1866 4.1900  0.05
C 2.2913 -1.1575 5.4373  -0.07
C 3.3186 -1.0265 4.3549  -0.34
O 2.6741 -1.0449 3.1289  -0.08
H 2.6764 -0.7440 6.3694  0.08
H 1.8654 -2.1599 5.3940  0.08
H 1.4926 -0.4391 5.2528  0.07
H 4.0007 -1.8768 4.3546  0.10
H 3.9299 -0.1484 4.5630  0.12
H 3.2134 -0.6288 2.4524  0.06
C -1.6268 -3.5306 2.0677  -0.05
C -0.1524 -3.1131 2.2176  -0.32
O -0.1084 -1.9455 2.9105  -0.11
H -1.7922 -4.4845 1.5669  0.08
H -2.1187 -2.8012 1.4243  0.06
H -2.1483 -3.5955 3.0227  0.07
H 0.3104 -2.8840 1.2577  0.11
H 0.4092 -3.9187 2.6905  0.12
H 0.7963 -1.7496 3.1650  0.05
C 4.1964 3.2821 0.7018  -0.08
C 3.3496 3.2441 1.9848  -0.30
O 4.1929 2.7007 2.9988  -0.08
H 3.6539 3.3365 -0.2421  0.07
H 4.7154 2.3344 0.5581  0.05
H 4.9344 4.0707 0.8487  0.08
H 2.4695 2.6251 1.8106  0.10
H 3.1262 4.2946 2.1711  0.11
H 5.0202 3.1849 2.9469  0.08



# 2
Below is C50H73InN4O3Se2Si3 as an isolated structure, with properties calculated with wB97M-V/def2-TZVPD.

Its charge is 0. The orbital gap comes out at 5.90 eV. The calculation puts the LUMO energy at -0.041 Eh.

Last column: Löwdin charge in e.
Cartesian coordinates (Å):
In 0.2118 -0.0729 0.3756  0.71
C 7.8545 2.3891 -1.5424  -0.07
C 7.1728 1.7699 -0.3203  -0.56
C 7.3289 2.7407 0.8599  -0.05
C 7.8916 0.4527 0.0132  -0.05
C 5.6869 1.5001 -0.5658  -0.18
C 4.9161 0.8897 0.4128  -0.08
C 3.5665 0.6633 0.2017  -0.36
Se 2.6241 -0.2898 1.5626  1.20
C 2.8411 -2.0662 0.8785  -0.37
C 3.8989 -2.7930 1.4012  -0.08
C 4.1723 -4.0719 0.9439  -0.17
C 3.3512 -4.5401 -0.0792  0.02
C 2.2798 -3.8398 -0.6347  -0.07
C 1.9585 -2.5582 -0.1136  -0.36
O 0.8883 -1.8969 -0.5137  -0.19
C 1.4967 -4.5619 -1.7597  -0.51
C 0.3847 -3.7425 -2.4274  -0.07
C 2.4753 -4.9586 -2.8817  -0.05
C 0.8501 -5.8307 -1.1819  -0.04
C 5.3034 -4.8904 1.5718  -0.56
C 5.0058 -5.1023 3.0643  -0.05
C 5.4511 -6.2636 0.9146  -0.07
C 6.6374 -4.1391 1.4241  -0.05
C 2.8669 1.0328 -0.9760  -0.34
O 1.5773 0.8694 -1.0972  -0.18
C 3.6688 1.6130 -2.0008  -0.07
C 5.0232 1.8317 -1.7471  0.01
C 3.1504 2.0063 -3.4086  -0.52
C 3.3752 3.5089 -3.6381  -0.05
C 1.6633 1.7327 -3.6618  -0.06
C 3.9322 1.2073 -4.4668  -0.05
H 8.9140 2.5506 -1.3246  0.08
H 7.7876 1.7310 -2.4139  0.09
H 7.4148 3.3574 -1.8001  0.08
H 8.3893 2.9076 1.0838  0.08
H 6.8710 3.7061 0.6221  0.09
H 6.8473 2.3500 1.7615  0.08
H 8.9635 0.6296 0.1590  0.08
H 7.4968 -0.0011 0.9277  0.07
H 7.7670 -0.2672 -0.8013  0.09
H 5.3555 0.5695 1.3517  0.10
H 4.5087 -2.3363 2.1745  0.10
H 3.5561 -5.5274 -0.4793  0.09
H 0.7612 -2.7902 -2.8061  0.10
H -0.0128 -4.3231 -3.2684  0.09
H -0.4302 -3.5283 -1.7361  0.05
H 2.9471 -4.0659 -3.3058  0.09
H 3.2683 -5.6224 -2.5281  0.07
H 1.9353 -5.4786 -3.6813  0.08
H 0.1790 -5.5785 -0.3533  0.08
H 0.2659 -6.3443 -1.9549  0.09
H 1.6007 -6.5311 -0.8035  0.08
H 4.0467 -5.6145 3.1935  0.09
H 5.7893 -5.7105 3.5313  0.08
H 4.9541 -4.1480 3.5977  0.08
H 4.5311 -6.8507 0.9959  0.09
H 5.7151 -6.1717 -0.1435  0.09
H 6.2489 -6.8204 1.4132  0.08
H 6.5937 -3.1454 1.8815  0.07
H 7.4464 -4.7000 1.9076  0.08
H 6.8892 -4.0112 0.3666  0.09
H 5.6046 2.2948 -2.5384  0.09
H 2.8303 4.0922 -2.8888  0.09
H 4.4320 3.7803 -3.5743  0.07
H 3.0128 3.7984 -4.6315  0.08
H 1.0308 2.3090 -2.9862  0.07
H 1.4305 2.0233 -4.6937  0.09
H 1.4214 0.6762 -3.5319  0.09
H 5.0032 1.4215 -4.4345  0.07
H 3.7984 0.1338 -4.3021  0.09
H 3.5688 1.4521 -5.4722  0.08
Se -2.0718 7.5656 -0.4011  1.13
N -1.1333 6.7315 0.8487  -0.22
C -1.0016 5.5036 0.4399  -0.33
C -0.2856 4.4760 1.1961  -0.08
C 0.3869 4.7452 2.3872  0.03
C 1.0471 3.7229 3.0268  -0.01
C 0.9851 2.4446 2.4790  -0.17
N 0.3199 2.1647 1.3658  0.09
C -0.2786 3.1718 0.7099  -0.13
C -0.8988 2.8481 -0.5881  -0.15
N -0.7619 1.5905 -1.0169  0.07
C -1.1026 1.2842 -2.2630  -0.10
C -1.6909 2.2059 -3.1201  -0.02
C -1.9207 3.4806 -2.6578  0.03
C -1.4990 3.8251 -1.3743  -0.07
C -1.6188 5.1761 -0.8312  -0.33
N -2.2433 6.1411 -1.4390  -0.22
H 0.3785 5.7567 2.7762  0.12
H 1.5837 3.8874 3.9525  0.12
H 1.4873 1.6182 2.9637  0.06
H -0.8648 0.2860 -2.5886  0.12
H -1.9391 1.9217 -4.1338  0.12
H -2.3889 4.2383 -3.2758  0.12
C -2.3343 -2.1357 -1.9693  -0.12
O -1.8373 -1.4307 -0.8229  -0.32
Si -2.4520 -1.7943 0.7058  0.32
C -4.2680 -1.3377 0.6580  -0.14
C -2.4548 -3.6568 0.8647  -0.15
C -1.3805 -0.8624 1.8942  -0.47
Si -0.6810 -2.0566 3.1671  0.41
C -2.0969 -2.7069 4.2426  -0.19
C 0.5167 -1.2986 4.4155  -0.17
C 0.1309 -3.5971 2.4549  -0.16
Si -2.3112 0.5135 2.7416  0.40
C -1.2296 1.4142 3.9923  -0.16
C -3.0422 1.7400 1.5017  -0.16
C -3.8059 -0.0222 3.7478  -0.17
H -2.8463 -3.0598 -1.6810  0.08
H -1.4995 -2.4116 -2.6169  0.06
H -3.0394 -1.5151 -2.5275  0.09
H -4.7271 -1.8002 -0.2260  0.04
H -4.4422 -0.2561 0.6015  0.02
H -4.7920 -1.7271 1.5402  0.03
H -3.2936 -4.0787 0.2971  0.04
H -2.5762 -3.9662 1.9111  0.03
H -1.5276 -4.1018 0.4874  0.02
H -2.3150 -2.0320 5.0799  0.02
H -1.8052 -3.6770 4.6685  0.04
H -3.0289 -2.8518 3.6770  0.03
H -0.0112 -0.9917 5.3262  0.03
H 1.0521 -0.4265 4.0440  -0.02
H 1.2648 -2.0507 4.6914  0.04
H -0.4711 -4.4812 2.6980  0.04
H 1.1338 -3.7378 2.8723  0.04
H 0.2365 -3.5549 1.3679  0.01
H -0.1702 1.3854 3.7269  -0.02
H -1.3326 0.9450 4.9790  0.04
H -1.5355 2.4649 4.0852  0.05
H -2.7583 1.4940 0.4732  0.02
H -2.7239 2.7676 1.7147  0.03
H -4.1364 1.7185 1.5521  0.04
H -3.5365 -0.6500 4.6030  0.01
H -4.5465 -0.5660 3.1475  0.02
H -4.2921 0.8832 4.1377  0.04



# 3
Below is a 2-piece molecular cluster, C2H5O4S overall, with properties calculated with wB97M-V/def2-TZVPD.

Its charge is -1. The orbital gap comes out at 6.80 eV. The calculation puts the LUMO energy at 0.143 Eh.

Last column: natural (NBO) charge in e.
Cartesian coordinates (Å):
C -0.3216 1.4012 -0.3666  -0.75
C 0.1565 0.4194 0.6633  0.41
O -0.3393 -2.3581 0.4610  -1.07
O -2.3364 -0.8693 0.2262  -1.04
O 1.3640 -0.5784 -0.8668  -0.93
O 0.8580 0.7338 1.6172  -0.66
S -1.1215 -1.2557 1.0091  1.42
H -1.2848 1.1491 -0.5677  0.24
H 0.3218 1.1585 -1.1418  0.25
H -0.2944 2.4894 0.0196  0.19
H 0.8764 -1.3269 -0.4230  0.51
H 2.1212 -0.9632 -0.6305  0.45



# 4
Below is C13H25OSm as an isolated structure, with properties calculated with wB97M-V/def2-TZVPD.

Its charge is +2. The expectation value of S² is 8.7783. Its spin multiplicity is 6. The orbital gap (spin up / spin down) comes out at 8.00 / 8.54 eV. The calculation puts the LUMO energy (spin up / spin down) at -0.298 / -0.274 Eh.

Last column: Löwdin spin population.
Cartesian coordinates (Å):
C 1.2643 2.1587 0.7991  0.00
H 1.5654 2.4466 1.8043  0.00
H 2.0388 2.4270 0.0521  0.00
H 1.6108 1.0896 0.8571  0.00
C -0.0082 2.8588 0.4242  0.00
H -0.7413 2.2508 -0.1774  0.00
H -0.5481 3.1573 1.2892  0.00
C 0.1534 4.1922 -0.3981  0.00
H -0.8199 4.6352 -0.6323  0.00
H 0.6846 4.9739 0.1499  0.00
H 0.6523 4.0448 -1.3613  0.00
C -0.7704 -2.1201 0.0022  -0.01
C -1.2012 -1.0560 -0.9197  -0.01
C -0.0164 -0.3303 -1.3301  -0.02
C 1.1093 -0.9461 -0.6460  -0.01
C 0.6362 -2.0369 0.1619  -0.02
C 1.5018 -2.9884 0.9122  0.00
C 2.5390 -0.6385 -0.9630  0.00
C 0.0881 0.7138 -2.3861  0.00
C -2.6031 -0.6871 -1.2395  0.00
C -1.6890 -3.0106 0.7692  0.00
Sm -0.4089 -0.1186 0.9494  5.10
H 3.2082 -0.9222 -0.1249  0.00
H 2.9063 -1.1991 -1.8651  0.00
H 2.7068 0.4418 -1.1870  0.00
H 2.4805 -2.5656 1.1084  0.00
H 1.0211 -3.2636 1.8721  0.00
H 1.6400 -3.9237 0.3348  0.00
H -2.6510 -2.5327 1.0176  0.00
H -1.9279 -3.9076 0.1702  0.00
H -1.2150 -3.3698 1.6852  0.00
H -2.6473 0.2936 -1.7269  0.00
H -3.0324 -1.4172 -1.9456  0.00
H -3.2460 -0.6878 -0.3487  0.00
H 0.8342 1.4511 -2.1393  0.00
H 0.3668 0.2712 -3.3544  0.00
H -0.8860 1.2147 -2.5281  0.00
O -1.4451 -0.3006 3.2634  -0.01
H -1.9535 0.3527 3.7133  0.00
H -1.1972 -0.9513 3.9378  0.00



Number 1: DFT total energy -2331.50294 hartree. Number 2: DFT total energy -8255.48872 hartree. Number 3: DFT total energy -778.34765 hartree. Number 4: DFT total energy -1242.90466 hartree.